{"formula": "C29H33N3O6STeV", "method": "ωB97M-V/def2-TZVPD", "homo_ev": [-7.0, -7.2], "energy_ha": -3350.7959, "gap_ev": [6.85, 7.09], "spin_multiplicity": 4, "species": ["V", "O", "C", "C", "O", "C", "C", "O", "C", "O", "O", "S", "C", "N", "C", "C", "C", "N", "H", "H", "H", "H", "H", "H", "H", "H", "C", "C", "O", "N", "Te", "C", "C", "C", "C", "C", "C", "C", "C", "C", "C", "C", "C", "C", "C", "C", "C", "C", "C", "H", "H", "H", "H", "H", "H", "H", "H", "H", "H", "H", "H", "H", "H", "H", "H", "H", "H", "H", "H", "H", "H", "H", "H", "H"], "xyz": [[10.72, 11.25, 10.59], [15.45, 12.07, 14.18], [14.60, 11.69, 13.40], [13.27, 11.08, 13.79], [12.79, 10.97, 14.90], [12.59, 10.84, 12.52], [13.28, 11.25, 11.40], [12.71, 11.43, 10.27], [14.63, 11.65, 11.88], [15.65, 11.79, 11.22], [11.33, 10.42, 12.37], [10.48, 13.77, 11.00], [10.00, 13.83, 12.66], [9.02, 14.66, 13.03], [8.63, 14.90, 14.43], [9.01, 13.75, 15.31], [10.43, 13.32, 15.02], [10.59, 13.11, 13.59], [8.67, 15.26, 12.27], [7.55, 15.10, 14.45], [9.13, 15.78, 14.73], [8.35, 12.94, 15.07], [8.94, 14.06, 16.31], [10.70, 12.40, 15.48], [11.11, 14.10, 15.39], [11.07, 12.30, 13.21], [8.53, 10.39, 13.53], [7.96, 10.34, 12.15], [6.78, 9.95, 11.98], [8.65, 10.72, 11.06], [7.17, 10.94, 9.71], [6.78, 9.21, 8.54], [7.20, 7.95, 8.97], [8.10, 7.66, 10.16], [6.89, 6.88, 8.13], [6.15, 7.00, 6.98], [5.87, 5.76, 6.16], [5.74, 8.28, 6.64], [6.05, 9.42, 7.38], [5.64, 10.77, 6.84], [8.64, 11.99, 8.53], [9.74, 11.32, 7.97], [9.92, 9.83, 7.90], [10.78, 12.09, 7.43], [10.75, 13.45, 7.24], [12.00, 14.12, 6.73], [9.61, 14.08, 7.71], [8.58, 13.39, 8.33], [7.44, 14.21, 8.87], [7.69, 10.23, 14.25], [9.03, 11.33, 13.69], [9.29, 9.66, 13.66], [7.48, 7.45, 11.04], [8.73, 8.48, 10.43], [8.70, 6.77, 9.92], [7.34, 5.96, 8.47], [6.79, 5.45, 5.68], [5.08, 5.80, 5.39], [5.61, 4.94, 6.87], [5.16, 8.38, 5.73], [4.96, 10.59, 6.03], [6.44, 11.39, 6.55], [4.99, 11.33, 7.55], [9.59, 9.32, 8.80], [10.93, 9.59, 7.73], [9.30, 9.34, 7.09], [11.60, 11.51, 7.01], [12.67, 13.37, 6.34], [12.56, 14.62, 7.55], [11.83, 14.86, 5.92], [9.55, 15.15, 7.49], [7.42, 15.26, 8.56], [7.47, 14.18, 9.95], [6.51, 13.73, 8.57]], "lowdin_spin": [2.7910, 0.0013, 0.0003, 0.0021, 0.0061, 0.0123, 0.0086, 0.0251, -0.0008, -0.0011, 0.0204, 0.0116, 0.0053, -0.0001, 0.0001, 0.0000, 0.0002, 0.0030, 0.0000, 0.0000, 0.0000, 0.0000, 0.0000, 0.0001, 0.0001, 0.0016, 0.0006, 0.0090, 0.0116, 0.0203, 0.0122, 0.0018, 0.0002, 0.0000, 0.0000, 0.0001, 0.0000, 0.0001, 0.0007, 0.0006, 0.0017, 0.0091, 0.0150, 0.0016, 0.0067, 0.0009, 0.0015, 0.0066, 0.0014, 0.0000, 0.0003, 0.0002, 0.0000, 0.0002, 0.0000, 0.0000, 0.0000, 0.0000, 0.0000, 0.0000, 0.0000, 0.0001, 0.0003, 0.0043, 0.0012, 0.0028, 0.0000, 0.0000, 0.0004, 0.0002, 0.0000, 0.0000, 0.0005, 0.0004]}

{"formula": "C29H33N7O3", "method": "ωB97M-V/def2-TZVPD", "homo_ev": -8.9, "energy_ha": -1733.9425, "gap_ev": 9.04, "smiles": "CC(=O)c1cccc(N(C(=O)Cn2nnc3ccccc32)[C@H](C(=O)NC2CCCCC2)c2cn(C)nc2C)c1", "species": ["C", "C", "O", "C", "C", "C", "C", "C", "C", "H", "H", "H", "N", "C", "O", "C", "N", "C", "C", "C", "C", "C", "C", "N", "N", "H", "H", "H", "H", "H", "H", "C", "C", "C", "N", "N", "C", "C", "H", "H", "H", "C", "H", "H", "H", "H", "H", "C", "O", "N", "H", "C", "C", "C", "C", "C", "C", "H", "H", "H", "H", "H", "H", "H", "H", "H", "H", "H", "H", "H", "H", "H"], "xyz": [[1.08, 4.86, 0.07], [0.15, 4.98, -1.11], [0.06, 5.99, -1.77], [-0.66, 3.77, -1.44], [-0.30, 2.50, -1.01], [-1.04, 1.40, -1.41], [-2.17, 1.56, -2.21], [-2.54, 2.83, -2.61], [-1.78, 3.93, -2.25], [-2.04, 4.92, -2.59], [-3.41, 2.96, -3.24], [-2.73, 0.70, -2.52], [-0.56, 0.10, -1.07], [-1.23, -0.82, -0.37], [-0.77, -1.93, -0.13], [-2.61, -0.43, 0.18], [-2.67, -0.74, 1.58], [-2.72, -1.95, 2.21], [-2.79, -3.27, 1.78], [-2.82, -4.23, 2.77], [-2.79, -3.90, 4.13], [-2.73, -2.60, 4.56], [-2.70, -1.60, 3.58], [-2.63, -0.24, 3.67], [-2.61, 0.24, 2.50], [-2.71, -2.34, 5.61], [-2.82, -4.70, 4.85], [-2.87, -5.27, 2.48], [-2.80, -3.52, 0.73], [-2.80, 0.64, 0.08], [-3.38, -1.00, -0.35], [0.79, -0.24, -1.56], [1.10, 0.52, -2.81], [1.86, 1.65, -2.99], [1.77, 1.98, -4.29], [0.99, 1.14, -4.96], [0.57, 0.24, -4.09], [-0.32, -0.89, -4.48], [-0.49, -0.84, -5.56], [-1.27, -0.82, -3.97], [0.14, -1.84, -4.23], [2.37, 3.10, -4.94], [3.46, 3.09, -4.81], [2.13, 3.04, -6.00], [1.98, 4.04, -4.54], [2.46, 2.21, -2.30], [0.76, -1.32, -1.79], [1.79, -0.01, -0.41], [2.41, 1.02, -0.25], [1.89, -1.08, 0.40], [1.22, -1.83, 0.30], [2.67, -1.06, 1.62], [1.88, -0.43, 2.78], [0.69, -1.30, 3.17], [1.17, -2.69, 3.58], [1.91, -3.35, 2.42], [3.10, -2.49, 1.98], [3.59, -2.94, 1.12], [3.82, -2.43, 2.80], [2.27, -4.33, 2.71], [1.22, -3.49, 1.59], [0.31, -3.31, 3.86], [1.83, -2.61, 4.44], [0.15, -0.83, 3.99], [0.01, -1.39, 2.33], [2.55, -0.31, 3.63], [1.54, 0.56, 2.47], [3.55, -0.45, 1.42], [0.58, 2.35, -0.40], [1.53, 5.83, 0.28], [1.87, 4.15, -0.14], [0.53, 4.51, 0.94]], "mulliken_charge": [-1.2691, 0.7382, -0.6059, 0.2323, 0.5910, -1.7469, 0.3357, -1.1440, -0.7387, 0.5241, 0.4123, 0.4353, 0.7495, 0.9167, -0.6917, -1.2092, 0.9072, 1.2763, -0.6961, -0.6280, -0.5098, -0.7951, 0.1803, -0.7115, -0.5674, 0.4616, 0.3909, 0.3926, 0.4251, 0.5676, 0.2104, 0.5932, -0.0104, -1.2882, 0.8510, -1.0885, -0.1207, -1.1437, 0.4123, 0.1641, 0.2954, -0.8538, 0.3078, 0.3034, 0.2922, 0.7297, 1.0602, 0.0430, -0.6696, 0.0826, 0.1463, -0.2719, -1.3608, 0.8263, -0.9848, -0.5647, -1.1219, 0.4034, 0.4562, 0.3785, 0.2719, 0.3089, 0.4125, 0.5245, -0.6230, 0.5030, 0.4189, 0.3836, 0.4749, 0.4061, 0.2259, 0.3927]}

{"formula": "C29H34BF3O2", "method": "ωB97M-V/def2-TZVPD", "e_above_lowest_kcal_mol": 0.0, "homo_ev": -8.9, "energy_ha": -1600.5149, "gap_ev": 9.18, "smiles": "CC1(C)OB(c2ccc(C(F)(F)F)cc2)OC1(C)C.CC(C)(Cc1ccccc1)c1ccccc1", "species": ["C", "C", "C", "C", "C", "C", "O", "B", "C", "C", "C", "C", "C", "F", "F", "F", "C", "C", "C", "C", "C", "C", "C", "C", "C", "O", "H", "H", "H", "H", "H", "H", "H", "H", "H", "H", "H", "H", "H", "H", "H", "H", "H", "H", "H", "H", "H", "H", "H", "C", "C", "C", "C", "C", "C", "C", "C", "C", "H", "H", "H", "H", "H", "H", "H", "H", "H", "H", "H"], "xyz": [[3.52, 2.26, 0.06], [3.29, 0.88, -0.54], [3.44, 1.00, -2.04], [4.16, -0.22, 0.21], [4.57, -1.38, -0.69], [5.41, 0.28, 0.91], [3.25, -0.77, 1.19], [1.98, -0.51, 0.69], [0.71, -1.16, 1.32], [-0.56, -1.07, 0.73], [-1.56, -1.98, 1.08], [-1.29, -2.93, 2.08], [-2.11, -4.19, 2.16], [-1.73, -4.98, 3.20], [-3.45, -3.96, 2.29], [-1.93, -4.92, 1.01], [-0.20, -2.75, 2.92], [0.81, -1.85, 2.55], [1.13, 2.88, 4.27], [-0.23, 3.05, 3.57], [-1.32, 2.30, 4.01], [-2.49, 2.20, 3.25], [-2.58, 2.91, 2.05], [-1.53, 3.74, 1.64], [-0.34, 3.77, 2.37], [1.92, 0.45, -0.31], [4.52, 2.62, -0.25], [2.78, 2.98, -0.33], [3.47, 2.26, 1.16], [4.48, 1.23, -2.30], [3.12, 0.09, -2.56], [2.82, 1.83, -2.40], [5.35, -1.06, -1.39], [4.97, -2.19, -0.06], [3.71, -1.77, -1.26], [6.20, 0.45, 0.16], [5.26, 1.21, 1.45], [5.77, -0.48, 1.62], [-0.77, -0.31, -0.02], [-2.51, -2.00, 0.56], [-0.09, -3.34, 3.82], [1.67, -1.73, 3.20], [1.11, 1.86, 4.67], [1.91, 2.92, 3.48], [-1.24, 1.73, 4.94], [-3.31, 1.56, 3.58], [-3.47, 2.84, 1.45], [-1.62, 4.34, 0.73], [0.50, 4.35, 1.99], [2.97, 3.45, 5.82], [1.54, 3.82, 5.35], [0.60, 3.63, 6.55], [1.48, 5.20, 4.70], [0.24, 5.85, 4.64], [0.11, 7.05, 3.94], [1.21, 7.59, 3.28], [2.43, 6.90, 3.27], [2.55, 5.68, 3.94], [3.70, 3.57, 5.02], [3.31, 4.07, 6.66], [3.00, 2.40, 6.14], [-0.42, 3.85, 6.27], [0.64, 2.58, 6.86], [0.87, 4.24, 7.41], [-0.65, 5.38, 5.06], [-0.88, 7.51, 3.86], [1.13, 8.55, 2.76], [3.28, 7.27, 2.70], [3.45, 5.08, 3.82]], "mulliken_charge": [-1.8897, 1.7679, -1.8517, 1.4884, -1.8847, -1.6911, -0.5831, 1.0989, -0.0095, -0.5078, -0.7105, 0.1212, 0.8255, -0.2796, -0.2628, -0.2545, -0.4226, -0.5674, -0.9049, 0.5578, -0.3450, -0.8013, -0.5399, -0.8879, -0.0825, -0.6795, 0.3433, 0.5304, 0.1129, 0.3767, 0.3308, 0.4525, 0.4027, 0.4432, 0.3285, 0.3530, 0.3358, 0.4595, 0.4744, 0.4199, 0.4573, 0.4805, 0.7710, -0.4926, 0.4114, 0.4285, 0.4597, 0.4002, 0.4761, -1.8598, 2.6816, -1.8718, 0.2376, -0.2904, -0.8034, -0.3973, -0.8245, -0.2441, 0.2977, 0.3977, 0.4462, 0.3779, 0.4201, 0.3703, 0.2413, 0.3907, 0.3916, 0.3884, 0.1908]}